A) Below is 2 unconnected molecules or ions with the total composition C5H13N2O2S, with properties calculated with ωB97M-V with the def2-TZVPD basis set.

Its charge is +1. The HOMO energy comes out at -12.62 eV. The calculation puts the orbital gap at 0.31120 Ha. Its LUMO energy is -4.147 eV.

XYZ file:
```
23
Properties=species:S:1:pos:R:3:lowdin_charge:R:1
C -3.2656 -0.7252 -0.0091 -0.415
C 3.7647 0.2674 0.0076 -0.107
C 2.4308 -0.4085 -0.2851 -0.273
C 1.2629 0.4766 0.1420 -0.243
C -0.0899 -0.1603 -0.1925 -0.361
N -1.1830 0.5245 0.4549 -0.476
N -2.9370 -1.9637 0.2124 0.302
O -4.1290 0.1756 0.3987 0.202
O -3.7034 0.0385 -0.9831 0.179
S -1.4089 2.0829 0.1493 0.999
H 3.8640 1.1876 -0.5669 0.076
H 3.8523 0.5042 1.0661 0.076
H 4.5869 -0.3949 -0.2612 0.075
H 2.3583 -0.6178 -1.3553 0.112
H 2.3813 -1.3620 0.2438 0.110
H 1.3105 0.6491 1.2193 0.120
H 1.3371 1.4436 -0.3612 0.101
H -0.1089 -1.1811 0.2030 0.105
H -0.2162 -0.2073 -1.2823 0.113
H -2.2161 2.3384 1.2242 -0.004
H -2.9580 -2.3190 1.1646 0.172
H -2.4102 -2.4759 -0.4849 0.163
H -2.5226 2.1272 -0.7042 -0.025
```

B) Below is a gas-phase ion, C5H13N2O2S (charge +1), with properties calculated with ωB97M-V with the def2-TZVPD basis set.

Its charge is +1. The HOMO energy comes out at -13.19 eV. The calculation puts the orbital gap at 0.36402 Ha. Its LUMO energy is -3.289 eV.

XYZ file:
```
23
Properties=species:S:1:pos:R:3:lowdin_charge:R:1
C -1.1030 -0.5216 -0.7830 -0.145
C -0.0102 2.6980 0.9101 -0.010
C -2.5797 -1.9581 0.4918 -0.028
C 3.4323 -0.5194 -0.6578 -0.197
C -0.0694 1.6208 -0.1645 -0.318
N -1.8959 -1.5209 -0.7138 0.046
N -1.0500 0.4522 0.0843 0.122
O 1.2767 0.9876 -0.3066 -0.389
O 1.4021 -1.4292 0.6283 -0.481
S 2.2486 -0.2757 0.7054 0.999
H -0.4819 -0.5224 -1.6324 0.161
H -0.6494 3.5489 0.6825 0.096
H 1.0550 3.0090 0.7676 0.105
H 0.0859 2.1294 1.8334 0.091
H -2.4076 -3.1354 0.6293 0.159
H -2.1859 -1.4480 1.3212 0.063
H -3.6370 -1.9456 0.5385 0.081
H 4.2888 -1.1704 -0.5688 0.075
H 2.7581 -0.7814 -1.4147 0.028
H 3.7376 0.5238 -0.7894 0.058
H -0.4060 1.9954 -1.1402 0.153
H -2.1657 -2.2264 -1.3586 0.158
H -1.6434 0.4896 0.9374 0.174
```

Quick ranking, most stable first: B), A).

A) Below is 2 unconnected molecules or ions with the total composition C5H9N2O, with properties calculated with ωB97M-V with the def2-TZVPD basis set.

Its charge is +1. The HOMO energy (spin up / spin down) comes out at -11.63 / -11.63 eV. The calculation puts the orbital gap (spin up / spin down) at 0.23334 / 0.23327 Ha. Its LUMO energy (spin up / spin down) is -5.280 / -5.281 eV.

XYZ file:
```
17
Properties=species:S:1:pos:R:3:lowdin_charge:R:1
C -1.1091 0.2775 1.9361 -0.002
C -1.6940 1.2390 1.1615 -0.112
C 0.1351 -0.0279 1.4049 -0.292
C 0.1505 0.8605 0.2818 -0.170
C -0.2403 -0.6137 -2.1495 0.161
N 1.1475 -0.9073 1.6092 0.153
N 1.0484 -0.6991 -2.4926 0.172
O -0.9047 1.6663 0.2076 0.004
H -1.7297 -0.1293 2.6407 0.093
H -2.6873 1.7813 1.2072 0.169
H 1.1724 1.2458 -0.2536 0.177
H -0.8335 0.2274 -2.3572 0.092
H 1.9833 -0.6444 1.1180 0.105
H -0.8377 -1.3592 -1.6798 0.114
H 1.4787 -1.5289 -2.1682 0.117
H 1.2120 -1.3267 2.4523 0.068
H 1.7087 -0.0612 -2.9185 0.152
```

B) Below is a gas-phase ion, C5H9N2O (charge +1), with properties calculated with ωB97M-V with the def2-TZVPD basis set.

Its charge is +1. The HOMO energy (spin up / spin down) comes out at -12.91 / -12.84 eV. The calculation puts the orbital gap (spin up / spin down) at 0.31951 / 0.31524 Ha. Its LUMO energy (spin up / spin down) is -4.220 / -4.265 eV.

XYZ file:
```
17
Properties=species:S:1:pos:R:3:lowdin_charge:R:1
C 0.3878 -2.0420 -0.2249 -0.294
C 1.2022 -0.8417 -0.6618 -0.094
C -0.3255 1.1927 -0.5361 -0.068
C -1.6004 1.0856 0.2484 -0.064
C 0.0515 0.1193 1.4341 -0.037
N -0.4399 -1.9474 0.6346 0.190
N 0.7372 0.3331 0.1199 -0.008
O -1.0798 0.7860 1.5972 0.023
H 0.6269 -2.9265 -0.9403 0.166
H 2.1529 -1.2714 -0.4523 0.130
H 0.9800 -0.7489 -1.7186 0.137
H -0.4834 1.0632 -1.6226 0.154
H -0.1688 2.2884 -0.5904 0.154
H -2.1934 1.9832 0.4021 0.151
H -2.1393 0.1950 -0.0882 0.138
H 0.6112 -0.0261 2.2343 0.115
H 1.6806 0.7576 0.1647 0.207
```

C) Below is a gas-phase ion, C5H9N2O (charge +1), with properties calculated with ωB97M-V with the def2-TZVPD basis set.

Its charge is +1. The HOMO energy comes out at -13.62 eV. The calculation puts the orbital gap at 0.38718 Ha. Its LUMO energy is -3.080 eV. Its SMILES is Cc1c[nH+]c(C)n1O.

XYZ file:
```
17
Properties=species:S:1:pos:R:3:lowdin_charge:R:1
C 0.1442 1.2824 1.0069 0.011
C 0.2714 -0.0765 1.0947 -0.216
C -0.2731 0.5326 -1.0475 -0.162
C 0.6185 -0.9522 2.2363 0.014
C -0.5094 0.3749 -2.4823 0.034
N 0.0088 -0.5691 -0.1477 -0.031
N -0.1741 1.6082 -0.2831 0.148
O 0.0539 -1.8550 -0.5609 0.105
H 0.2772 2.0232 1.7661 0.141
H -0.2487 -1.1306 2.8711 0.102
H 1.0032 -1.9085 1.8874 0.091
H 1.3810 -0.4748 2.8468 0.101
H 0.2610 0.8920 -3.0563 0.108
H -0.4793 -0.6790 -2.7513 0.097
H -1.4770 0.7852 -2.7695 0.106
H -0.3284 2.5557 -0.5993 0.194
H -0.5291 -2.4085 -0.0116 0.156
```

D) Below is a gas-phase ion, C5H9N2O (charge +1), with properties calculated with ωB97M-V with the def2-TZVPD basis set.

Its charge is +1. The HOMO energy (spin up / spin down) comes out at -13.54 / -13.54 eV. The calculation puts the orbital gap (spin up / spin down) at 0.30694 / 0.30694 Ha. Its LUMO energy (spin up / spin down) is -5.190 / -5.192 eV. Its SMILES is CCC#[N+]/C=[N+](/C)[O-].

XYZ file:
```
17
Properties=species:S:1:pos:R:3:lowdin_charge:R:1
C -1.3171 0.4954 0.0449 -0.049
C 1.0781 0.0121 -0.4070 0.104
C 3.3451 -0.2494 0.4726 -0.105
C -3.6382 0.4263 0.1728 0.057
C 2.3751 -0.3397 -0.7160 -0.175
N -0.0757 0.1907 -0.3424 0.261
N -2.4013 -0.3202 0.0275 -0.244
O -2.3990 -1.5163 -0.2913 0.081
H -1.4990 1.4259 0.3512 0.106
H 3.5648 0.7463 0.9834 0.098
H 4.4200 -0.6118 0.4196 0.098
H 2.9977 -0.9278 1.4258 0.136
H -3.5802 1.3498 -0.2778 0.082
H -4.3023 -0.2258 -0.3896 0.129
H -3.8096 0.5581 1.1970 0.106
H 2.3547 -1.2936 -1.0781 0.111
H 2.8867 0.2799 -1.5926 0.204
```

Quick ranking, most stable first: C), A), B), D).

A) Below is a gas-phase ion, C5H9N2O (charge +1), with properties calculated with ωB97M-V with the def2-TZVPD basis set.

Its charge is +1. The HOMO energy comes out at -14.44 eV. The calculation puts the orbital gap at 0.37478 Ha. Its LUMO energy is -4.243 eV. Its SMILES is [H]/N=C(\CC)[N+]#COC.

XYZ file:
```
17
Properties=species:S:1:pos:R:3:lowdin_charge:R:1
C -1.2549 0.2228 -0.7144 -0.051
C 2.2159 -0.1170 -0.3680 -0.190
C 2.3587 1.0622 0.6416 -0.091
C 0.9265 -0.7521 -0.1945 -0.438
C -3.7108 0.0932 -0.1639 0.075
N -0.0988 0.0750 -0.5998 0.292
N 0.5184 -1.8310 0.3317 0.213
O -2.4344 0.4032 -0.8971 0.106
H 2.4939 0.2805 -1.3300 0.114
H 3.0344 -0.9158 -0.1661 0.156
H 1.7675 2.0219 0.3114 0.108
H 1.7949 0.8676 1.5955 0.085
H -3.8368 -1.0923 -0.0824 0.154
H -4.5360 0.6693 -0.8192 0.162
H -3.7088 0.4104 0.9144 0.112
H 3.4042 1.2651 0.8982 0.079
H 1.0661 -2.6631 0.6426 0.114
```

B) Below is a molecular structure, C5H9N2O, with properties calculated with ωB97M-V with the def2-TZVPD basis set.

Its charge is +1. The HOMO energy comes out at -12.81 eV. The calculation puts the orbital gap at 0.29793 Ha. Its LUMO energy is -4.702 eV.

XYZ file:
```
17
Properties=species:S:1:pos:R:3:lowdin_charge:R:1
C 1.2206 0.7617 0.9067 -0.312
C -1.3244 -0.9424 -1.1304 -0.073
C -0.0276 -1.1669 -0.3492 -0.160
C -0.1265 -0.2016 -1.4200 0.022
C 0.0100 0.0368 0.5505 -0.230
N 2.3172 0.5157 0.2373 0.214
N -1.1622 0.4481 1.1481 0.098
O 1.3541 1.7247 1.8260 0.158
H -1.7569 -1.7320 -1.6939 0.117
H -2.2097 -0.4351 -0.7736 0.110
H 0.6188 -2.0602 -0.3543 0.162
H 0.3925 0.5651 -2.0685 0.163
H 2.1780 -0.2631 -0.4406 0.137
H 2.8574 1.4164 -0.0097 0.204
H -1.8194 -0.2304 1.5164 0.126
H -1.5846 1.3193 1.2512 0.094
H 0.4659 2.0912 2.1174 0.169
```

Quick ranking, most stable first: B), A).

A) Below is 2 unconnected molecules or ions with the total composition C3H7O3, with properties calculated with ωB97M-V with the def2-TZVPD basis set.

Its charge is -1. The HOMO energy comes out at -3.86 eV. The calculation puts the orbital gap at 0.27606 Ha. Its LUMO energy is 3.647 eV.

XYZ file:
```
13
Properties=species:S:1:pos:R:3:lowdin_charge:R:1
C 0.9520 1.3068 -1.2456 -0.152
O -0.0761 0.9879 -2.2039 -0.154
H -0.7802 1.6387 -2.0861 0.062
H 1.9034 1.1363 -1.7577 0.068
H 0.9341 0.6713 -0.3524 0.036
H 0.9007 2.3418 -0.9016 0.073
C -1.0342 -1.2232 0.7653 -0.049
C 0.1194 -1.0432 1.7826 -0.797
O 0.8368 -0.0142 1.6566 -0.124
O 0.2081 -1.9300 2.6518 -0.104
H -1.2455 -2.2833 0.7166 0.046
H -0.7905 -0.8344 -0.2178 0.036
H -1.9281 -0.7545 1.1923 0.059
```

B) Below is 2 unconnected molecules or ions with the total composition C3H7O3, with properties calculated with ωB97M-V with the def2-TZVPD basis set.

Its charge is -1. The HOMO energy comes out at -4.35 eV. The calculation puts the orbital gap at 0.30884 Ha. Its LUMO energy is 4.050 eV.

XYZ file:
```
13
Properties=species:S:1:pos:R:3:lowdin_charge:R:1
C -0.5291 2.0386 -0.5644 -0.043
C -1.1702 0.7955 -1.2572 -0.755
O -0.4723 -0.2582 -1.2475 -0.104
O -2.2727 0.9839 -1.8051 -0.085
H -1.3366 2.7348 -0.3492 0.050
H 0.1770 2.5131 -1.2506 0.057
H 0.0573 1.7107 0.2955 0.048
C 0.9623 -2.0165 1.2579 -0.221
O 1.2704 -0.7521 0.7477 -0.162
H 0.6109 -0.5321 0.0423 0.013
H -0.0465 -2.0810 1.6885 0.071
H 1.7551 -2.3278 1.9532 0.062
H 0.9945 -2.8089 0.4888 0.068
```

C) Below is 2 unconnected molecules or ions with the total composition C3H7O3, with properties calculated with ωB97M-V with the def2-TZVPD basis set.

Its charge is -1. The HOMO energy comes out at -4.21 eV. The calculation puts the orbital gap at 0.30507 Ha. Its LUMO energy is 4.088 eV.

XYZ file:
```
13
Properties=species:S:1:pos:R:3:lowdin_charge:R:1
C 1.6907 -1.2036 -0.6679 -0.197
O 0.5375 -1.5745 0.0399 -0.175
H -0.2037 -0.9747 -0.1835 0.022
H 1.4300 -0.6575 -1.5736 0.065
H 2.3295 -0.5875 -0.0255 0.068
H 2.2480 -2.0915 -0.9848 0.060
C -1.0352 0.8387 1.1275 -0.043
C -1.1474 1.2573 -0.3770 -0.760
O -0.7521 0.4674 -1.2761 -0.097
O -1.8227 2.2938 -0.5228 -0.095
H -2.0816 0.6058 1.3433 0.064
H -0.7534 1.6693 1.7711 0.055
H -0.4395 -0.0428 1.3294 0.034
```

Quick ranking, most stable first: B), C), A).

A) Below is 2 unconnected molecules or ions with the total composition C3H7O3, with properties calculated with ωB97M-V with the def2-TZVPD basis set.

Its charge is -1. The HOMO energy comes out at -3.83 eV. The calculation puts the orbital gap at 0.29571 Ha. Its LUMO energy is 4.214 eV.

XYZ file:
```
13
Properties=species:S:1:pos:R:3:lowdin_charge:R:1
C 0.8086 -1.7293 -1.8617 -0.064
C 0.6540 -0.3447 -1.2860 -0.770
O -0.3163 -0.2069 -0.4765 -0.127
O 1.3118 0.6379 -1.7258 -0.104
H 1.0543 -2.3537 -0.9829 0.069
H 1.7638 -1.8125 -2.3795 0.050
H 0.0265 -2.0197 -2.5257 0.051
C -0.7451 1.7607 1.7721 -0.130
O -0.7976 0.4735 2.4719 -0.193
H -1.2894 -0.2249 2.0379 0.046
H -0.5438 1.3691 0.7540 0.053
H -1.7789 2.1217 1.7416 0.054
H -0.1479 2.3288 2.4606 0.063
```

B) Below is 2 unconnected molecules or ions with the total composition C3H7O3, with properties calculated with ωB97M-V with the def2-TZVPD basis set.

Its charge is -1. The HOMO energy comes out at -4.57 eV. The calculation puts the orbital gap at 0.32211 Ha. Its LUMO energy is 4.198 eV.

XYZ file:
```
13
Properties=species:S:1:pos:R:3:lowdin_charge:R:1
C -1.3060 1.6854 -1.5206 -0.205
O -0.3571 1.6602 -0.4592 -0.209
H -0.1677 0.6689 -0.2712 0.024
H -1.5408 0.6916 -1.8987 0.066
H -2.2514 2.0974 -1.1181 0.059
H -0.9019 2.3950 -2.2469 0.056
C 1.4037 -1.0548 1.4496 -0.047
C 0.3108 -1.7380 0.5922 -0.743
O -0.2512 -0.9323 -0.2216 -0.111
O 0.0774 -2.9453 0.7200 -0.062
H 0.9229 -0.1928 1.9214 0.061
H 2.2154 -0.5879 0.8869 0.058
H 1.8460 -1.7474 2.1661 0.051
```

C) Below is 2 unconnected molecules or ions with the total composition C3H7O3, with properties calculated with ωB97M-V with the def2-TZVPD basis set.

Its charge is -1. The HOMO energy comes out at -3.80 eV. The calculation puts the orbital gap at 0.29264 Ha. Its LUMO energy is 4.163 eV.

XYZ file:
```
13
Properties=species:S:1:pos:R:3:lowdin_charge:R:1
O 1.3526 0.0404 -1.5174 -0.146
C 0.6820 -0.6349 -0.6401 -0.711
O 1.0611 -0.6568 0.5958 -0.137
C -0.7321 -0.9275 -1.0579 -0.200
C -1.8583 0.1428 -0.6215 -0.113
H -0.9742 -1.9758 -0.6620 0.108
H -0.8554 -0.8542 -2.1723 0.093
H -1.5683 1.1881 -0.8752 0.068
H -1.9832 0.1873 0.4456 0.041
H -2.7737 -0.0642 -1.2171 0.052
H 2.3280 0.4367 2.3847 0.011
H 2.6653 1.9612 2.3858 0.041
O 2.6562 1.1568 2.9517 -0.106
```

Quick ranking, most stable first: B), C), A).

A) Below is a molecular structure, C5H14N2, with properties calculated with ωB97M-V with the def2-TZVPD basis set.

The HOMO energy comes out at -8.61 eV. The calculation puts the orbital gap at 0.35224 Ha. Its LUMO energy is 0.972 eV.

XYZ file:
```
21
Properties=species:S:1:pos:R:3:lowdin_charge:R:1
N 0.0716 1.5126 -0.2942 0.004
C 0.3854 0.1380 0.2659 -0.466
C -0.4051 -0.9366 -0.6316 -0.166
C -1.7720 -0.2773 -0.8885 -0.278
C -2.5664 -0.1342 0.4379 -0.121
C 1.9920 -0.3383 0.5685 -0.255
N 2.9633 0.6716 0.4226 -0.048
H 0.6389 2.2337 0.3041 0.093
H 0.8249 0.6313 -0.8188 0.139
H 0.0390 0.1581 1.3309 0.124
H -0.3919 -1.9436 -0.1596 0.125
H 0.1394 -0.9999 -1.5925 0.109
H -1.8838 0.6686 -1.3974 0.090
H -2.3653 -1.0282 -1.4511 0.105
H -3.5998 -0.0055 0.1166 0.064
H -2.3452 0.6377 1.1592 0.062
H -2.5287 -1.1221 0.8964 0.068
H 2.0960 -1.1749 -0.1761 0.097
H 1.9577 -0.7299 1.6028 0.104
H 2.7463 1.4283 -0.2165 0.051
H 4.0037 0.6106 0.5211 0.099
```

B) Below is C5H14N2 in the gas phase, with properties calculated with ωB97M-V with the def2-TZVPD basis set.

The HOMO energy comes out at -7.54 eV. The calculation puts the orbital gap at 0.31560 Ha. Its LUMO energy is 1.049 eV. Its SMILES is C[C@H](N)CN(C)C.

XYZ file:
```
21
Properties=species:S:1:pos:R:3:lowdin_charge:R:1
C -0.6222 -0.0001 0.6554 -0.196
N 0.6753 -0.2763 1.2008 -0.297
C 1.0141 -1.6941 1.4841 -0.070
C 1.7596 0.6319 1.0359 -0.129
C -0.6137 0.4043 -0.8152 -0.437
C -1.7500 1.3118 -1.2861 -0.078
N -0.4899 -0.8202 -1.6768 0.025
H -1.2645 -0.8618 0.5612 0.116
H -1.0752 0.8442 1.2163 0.125
H 2.0214 -1.5685 1.9116 0.079
H 1.1602 -2.2433 0.5533 0.062
H 0.1813 -2.1982 1.9850 0.080
H 2.4244 0.3149 0.1917 0.093
H 1.3261 1.6046 0.7276 0.082
H 2.2852 0.8638 1.9886 0.088
H 0.3076 0.9769 -1.1897 0.138
H -1.4995 2.3600 -1.1582 0.069
H -2.6585 1.1099 -0.7225 0.073
H -1.8976 1.2204 -2.3435 0.062
H 0.1088 -0.7503 -2.4826 0.060
H -1.3929 -1.2299 -1.8370 0.058
```

C) Below is C5H14N2 in the gas phase, with properties calculated with ωB97M-V with the def2-TZVPD basis set.

The HOMO energy comes out at -8.51 eV. The calculation puts the orbital gap at 0.35314 Ha. Its LUMO energy is 1.104 eV. Its SMILES is CCCCNCN.

XYZ file:
```
21
Properties=species:S:1:pos:R:3:lowdin_charge:R:1
C 0.1814 -2.6472 -0.4632 -0.078
C -0.4750 -1.4910 -1.3636 -0.253
C 0.5675 -0.3980 -1.5784 -0.239
C 0.9588 0.4050 -0.3374 -0.228
N -0.2935 1.1245 0.1546 -0.071
C -0.0927 2.1130 1.2844 -0.287
N -1.0753 2.1449 2.3958 -0.011
H -0.3725 -3.5700 -0.4771 0.057
H 1.2409 -2.6520 -0.7362 0.066
H 0.2170 -2.1191 0.4886 0.050
H -0.8908 -1.8352 -2.3162 0.094
H -1.3679 -1.0678 -0.8648 0.092
H 0.0600 0.2102 -2.3972 0.127
H 1.5196 -0.6977 -2.0019 0.098
H 1.3679 -0.1340 0.5038 0.095
H 1.7613 1.1119 -0.5257 0.105
H -0.8990 0.3760 0.4839 0.066
H 0.0073 3.0479 0.7441 0.101
H 0.8666 1.9312 1.8322 0.103
H -1.4714 1.2938 2.7667 0.053
H -1.8102 2.8536 2.4076 0.059
```

Quick ranking, most stable first: C), B), A).